Computed, not measured: 13 unconnected molecules or ions with the total composition C27H85N5O13, with ωB97M-V/def2-TZVPD.

## Properties
Relative energy (zero: lowest compared OMol25 entry of this formula, charge and spin) (kcal/mol): 18.3
HOMO-LUMO gap (eV): 9.024
E_tot (a.u.): -2331.3253
Spin multiplicity: 1
Total charge: 0

Each line ends with the Mulliken charge.
Atoms and positions in Å:
H  -17.31838  -24.16198  10.50970  0.251
H  -12.15747  -11.74959  6.40298  0.390
H  -12.52321  -15.17230  15.00195  0.397
H  -12.42619  -21.18783  11.35868  0.173
H  -17.43915  -14.93718  13.52791  0.344
O  -17.72438  -16.96941  13.26430  -0.462
O  -11.38825  -16.26804  10.13041  -0.587
C  -15.72684  -15.33012  7.62624  -0.881
H  -12.86781  -15.00342  9.60574  -0.187
H  -11.26741  -15.11846  5.47476  0.288
H  -15.83813  -19.88451  5.56301  0.252
O  -15.31652  -19.97627  3.47135  -0.156
H  -16.45564  -19.19979  10.74425  -0.001
C  -11.36138  -20.97426  11.26555  -0.080
H  -9.05647  -16.97125  0.18494  0.334
H  -16.33897  -15.99158  14.49259  0.340
H  -14.40503  -19.61924  9.28109  0.122
H  -18.72336  -24.24682  9.80251  0.227
C  -13.51967  -15.33563  14.59146  -0.005
O  -10.57526  -21.75845  12.15956  -0.579
C  -16.88920  -15.87778  13.55857  -0.459
H  -14.58702  -17.89657  12.62349  0.298
H  -11.78151  -17.29514  4.53447  0.030
H  -9.43298  -16.75534  5.60198  0.432
H  -13.74545  -13.48495  14.36761  0.309
H  -13.89885  -21.78074  7.24770  0.181
H  -11.92594  -16.96935  9.75536  0.477
H  -16.27155  -18.46012  4.64155  0.391
H  -8.37583  -18.63160  4.39868  0.293
H  -14.95871  -18.20084  8.43516  -0.063
C  -17.55451  -21.64825  12.42018  -0.815
H  -14.67276  -16.86663  10.49642  0.172
C  -9.74351  -17.35987  2.66031  -0.884
C  -12.57611  -18.65881  7.68938  0.008
H  -15.61519  -22.20387  1.81423  0.275
H  -17.04766  -22.29218  0.08649  0.281
C  -10.05562  -16.61619  0.43744  -0.811
H  -16.95309  -22.54070  12.59318  0.306
H  -11.06477  -21.18165  10.23739  0.067
C  -13.79445  -22.86572  7.24822  -0.708
H  -13.09458  -17.94112  7.05361  0.233
H  -12.71565  -19.73561  7.59371  -0.215
O  -17.39869  -21.23432  11.05517  -0.518
H  -9.10595  -20.72111  7.24387  0.295
C  -12.21909  -12.56403  5.68117  -1.592
C  -14.17501  -18.46069  11.78677  -1.295
N  -16.27381  -18.21007  10.65772  -0.027
H  -16.94470  -21.10832  3.66477  0.209
H  -11.68351  -18.95685  5.09066  -0.191
H  -18.37032  -22.31715  7.90480  0.304
C  -16.51100  -20.50353  2.86838  -0.727
H  -12.11791  -13.99067  7.29547  -0.083
H  -14.75974  -19.76207  1.07448  0.233
H  -16.07537  -15.78239  12.83975  0.036
H  -10.51413  -22.62371  11.74822  0.307
H  -9.83443  -22.83497  6.29361  0.390
H  -12.92145  -12.17657  4.94316  0.338
H  -17.28599  -20.89406  13.15989  0.289
H  -16.57613  -17.79975  11.52969  0.387
C  -15.54646  -19.27103  4.71057  -0.446
C  -12.65611  -13.87973  6.35412  1.113
O  -14.24078  -14.17357  14.81710  -0.498
H  -18.21315  -17.20760  14.05548  0.284
H  -10.08089  -15.53996  0.60827  0.294
H  -11.08874  -21.67128  6.71351  0.047
O  -9.37692  -15.86001  5.94378  -0.688
H  -9.79642  -16.41574  3.20244  0.323
C  -18.06492  -23.29435  7.53075  -1.483
H  -11.17460  -19.93463  11.53460  0.101
H  -10.15904  -19.38398  3.03640  0.453
H  -12.44993  -18.60303  3.62474  0.552
H  -10.72285  -16.40112  7.34084  -0.413
H  -15.23358  -23.51866  9.40496  0.360
O  -10.63949  -17.36337  1.51500  -0.264
H  -18.54253  -21.99610  12.72168  0.323
C  -16.18799  -21.31167  1.56130  0.612
H  -10.70884  -16.87142  -0.39699  0.250
H  -17.81998  -22.43199  1.43617  0.252
C  -15.49882  -20.39710  0.58602  -1.315
H  -9.05766  -16.58507  7.85682  0.417
C  -14.32022  -18.53290  9.25380  -0.858
H  -16.03232  -22.25447  8.62073  0.053
H  -14.65432  -13.84390  5.61099  0.484
H  -15.93177  -16.37905  7.84037  0.113
H  -13.28061  -15.34058  13.52801  -0.342
H  -18.28421  -18.01659  10.23910  0.417
N  -9.28512  -18.41417  4.78081  -0.474
H  -17.73970  -21.91970  10.47589  0.349
H  -14.59552  -18.83846  5.02153  -0.130
C  -14.86408  -17.93636  10.58103  0.459
O  -9.19329  -20.90198  6.30512  -0.562
H  -18.51283  -16.72518  10.99533  0.273
H  -13.28996  -23.14458  6.32311  0.346
H  -9.51676  -19.23335  5.32431  0.063
H  -14.01064  -16.27445  14.84773  0.261
H  -14.39143  -19.50937  11.99057  0.171
H  -17.22979  -19.70495  2.68475  0.329
O  -14.99085  -23.63575  7.28362  -0.406
H  -13.09153  -23.18155  8.01910  0.397
C  -10.18151  -18.48125  3.64687  0.408
C  -11.57885  -18.31716  4.21433  -0.802
N  -17.86097  -23.72156  9.78050  -0.612
C  -10.21593  -21.83613  6.08174  -0.533
H  -16.13244  -19.59157  0.21489  0.369
C  -12.18120  -15.14590  10.44022  0.311
O  -12.96294  -18.21466  8.98099  0.046
H  -19.00993  -23.83312  7.46173  0.433
H  -11.20173  -12.58043  5.29027  0.412
H  -11.62100  -14.21387  10.51509  0.393
H  -11.50766  -18.47741  7.57282  0.235
C  -15.75468  -23.29816  8.47334  -0.357
H  -16.47422  -15.11141  6.86355  0.365
H  -14.52193  -13.09368  7.23623  0.403
C  -17.16476  -23.98245  8.47993  0.257
H  -17.65020  -23.22932  6.52482  0.307
H  -12.70063  -15.66226  6.07749  0.048
H  -15.08060  -20.87338  -0.30074  0.360
H  -17.05186  -25.05198  8.30255  0.437
H  -12.79703  -15.32008  11.32254  -0.524
O  -14.42109  -15.16859  7.19479  0.059
H  -8.70983  -17.48522  2.33797  0.508
H  -9.74320  -14.91440  7.69220  0.279
H  -13.10644  -18.26017  11.86452  0.308
N  -17.38285  -21.73032  0.85594  -0.756
H  -15.98939  -14.78587  8.53342  0.334
H  -10.54240  -21.79094  5.04276  0.292
O  -18.92361  -17.31520  10.36337  -0.686
C  -9.73839  -15.93439  7.30790  -0.029
N  -12.26843  -14.98438  5.46612  -0.666
C  -14.17892  -13.90177  6.59015  -1.148